Record 1
Molecular formula: C4H3FO
Method: DFT, ωB97M-V/def2-TZVPD

Summary:
* frontier orbital gap: 0.3686 hartree
* multiplicity: 1
* F_max: 2.48 eV/Å
* total charge: 0
* HOMO: -8.955 eV

Last columns: bonded neighbours and bond lengths (Å).
Cartesian coordinates (Å):
1 C 0.989 0.412 0.000  C2 1.335, H5 1.060, C8 1.449
2 C 0.800 -0.910 0.002  C1 1.335, H3 1.092, O4 1.410
3 H 1.375 -1.837 0.035  C2 1.092
4 O -0.568 -1.253 -0.002  C2 1.410, C7 1.318
5 H 1.945 0.842 -0.155  C1 1.060
6 F -2.473 -0.172 -0.012  C7 1.318
7 C -1.159 -0.075 -0.033  O4 1.318, F6 1.318, C8 1.344
8 C -0.339 0.990 -0.027  C1 1.449, C7 1.344, H9 1.062
9 H -0.571 2.003 0.191  C8 1.062

Löwdin atomic charge list, values in e, 4 entries:
1. C -0.063
2. C -0.095
3. H 0.127
4. O 0.094

***

Record 2
Molecular formula: C4H3FS3
Method: DFT, ωB97M-V/def2-TZVPD

Summary:
* frontier orbital gap: 0.2565 hartree
* multiplicity: 1
* F_max: 0.91 eV/Å
* total charge: 0
* HOMO: -9.091 eV

Last columns: bonded neighbours and bond lengths (Å).
Cartesian coordinates (Å):
1 S 0.986 -1.390 -1.764  C8 1.596
2 H -1.891 -0.610 -1.386  C4 1.103
3 S 0.113 -1.800 1.772  C10 1.610
4 C -1.153 0.130 -1.033  H2 1.103, H6 1.099, C8 1.504, F9 1.382
5 H 1.437 0.606 2.351  C11 1.104
6 H -0.927 0.887 -1.797  C4 1.099
7 S 1.439 1.967 0.403  C11 1.603
8 C 0.107 -0.612 -0.681  S1 1.596, C4 1.504, C10 1.510
9 F -1.727 0.740 0.065  C4 1.382
10 C 0.462 -0.577 0.786  S3 1.610, C8 1.510, C11 1.502
11 C 1.154 0.659 1.284  H5 1.104, S7 1.603, C10 1.502

Löwdin atomic charge list, values in e, 4 entries:
1. S 0.800
2. H 0.134
3. S 0.828
4. C -0.243

***

DFT total energy: -329.28481, -1448.56972 (a.u.)